No. 1
18
Properties=species:S:1:pos:R:3 method="wB97M-V/def2-TZVPD" homo_energy_ev=-14.88 e_tot_ev=-10905.33723 orbital_gap_ev=10.5 e_above_lowest_kcal_mol=9.87 charge=+1 spin_multiplicity=1
C -0.132 1.365 1.114
N 0.010 0.499 0.185
H -0.056 1.050 2.165
H -0.373 2.383 0.819
H 0.019 0.820 -0.805
H 0.658 -0.303 0.324
H 1.935 -2.631 0.621
H 0.491 -2.699 1.054
O 1.127 -2.108 0.635
H -0.040 0.593 -2.860
H 1.409 1.077 -2.875
O 0.563 1.227 -2.426
H -0.045 0.576 5.188
H -1.000 -0.494 4.653
O -0.203 -0.003 4.435
H -1.274 0.027 -4.668
H -1.939 -0.961 -3.741
O -1.149 -0.416 -3.818


No. 2
17
Properties=species:S:1:pos:R:3 method="wB97M-V/def2-TZVPD" homo_energy_ev=-11.13 e_tot_ev=-9421.71274 orbital_gap_ev=11.6 e_above_lowest_kcal_mol=14.19 charge=0 spin_multiplicity=1 smiles=C.O.O.O.O
C 2.771 -0.208 -0.848
H 2.021 0.584 -0.892
H 3.044 -0.458 0.175
H 3.710 0.165 -1.271
H 2.454 -1.063 -1.443
O -0.571 0.998 -2.240
H -1.323 1.553 -2.379
H -0.606 0.196 -2.754
O -1.054 -0.581 3.028
H -1.460 0.057 2.415
H -1.004 -0.060 3.840
O -1.497 -1.996 -0.096
H -0.994 -1.968 0.715
H -2.376 -1.728 0.180
O -1.225 1.314 0.796
H -1.231 1.119 -0.157
H -0.659 2.077 0.932


No. 3
18
Properties=species:S:1:pos:R:3 method="wB97M-V/def2-TZVPD" homo_energy_ev=-9.12 e_tot_ev=-20255.81292 orbital_gap_ev=9.5 e_above_lowest_kcal_mol=34.65 charge=0 spin_multiplicity=1 smiles=CS.O.O.O.O
C 1.412 -3.517 -4.334
S 1.271 -2.874 -2.504
H 0.637 -4.150 -4.532
H 1.283 -2.536 -4.876
H 2.315 -3.961 -4.597
H 2.074 -1.722 -2.670
O -1.106 2.440 1.958
H -1.387 3.178 1.392
H -1.764 2.587 2.745
O -1.025 4.510 0.099
H -0.298 5.140 -0.206
H -0.883 3.684 -0.438
O 0.933 0.275 2.938
H 0.566 1.196 2.833
H 0.379 -0.470 3.133
O -1.239 -1.416 3.290
H -1.918 -0.753 3.389
H -1.250 -1.613 2.380


No. 4
18
Properties=species:S:1:pos:R:3 method="wB97M-V/def2-TZVPD" homo_energy_ev=-11.13 e_tot_ev=-11468.09588 orbital_gap_ev=11.3 e_above_lowest_kcal_mol=32.04 charge=0 spin_multiplicity=1 smiles=CO.O.O.O.O
C 0.441 -1.980 -1.165
O 0.603 -0.733 -0.630
H 0.028 -1.855 -2.166
H 1.440 -2.346 -1.117
H -0.242 -2.574 -0.449
H 0.746 -0.042 -1.387
O -2.179 0.563 -0.626
H -1.469 -0.082 -0.845
H -1.803 0.912 0.144
O 0.137 2.789 -1.775
H -0.631 2.466 -1.272
H 0.883 2.949 -1.129
O 0.241 -1.696 2.671
H -0.065 -2.261 1.895
H 0.926 -1.148 2.276
O 0.083 1.884 1.684
H 0.189 1.872 2.601
H 0.673 1.280 1.291


No. 5
20
Properties=species:S:1:pos:R:3 method="wB97M-V/def2-TZVPD" homo_energy_ev=-10.81 e_tot_ev=-15563.39477 orbital_gap_ev=10.4 e_above_lowest_kcal_mol=31.66 charge=0 spin_multiplicity=1 smiles="O=CO.O.O.O.O.O"
O -2.697 1.289 -2.160
C -2.859 0.100 -2.231
O -2.061 -0.666 -3.035
H -3.475 -0.462 -1.638
H -1.474 -0.256 -3.762
O -0.797 -0.997 2.468
H -0.295 -0.263 2.796
H -0.227 -1.455 1.862
O 1.080 -1.868 0.677
H 1.750 -1.197 0.735
H 0.644 -1.532 -0.168
O -0.044 2.782 -0.544
H -0.770 2.168 -0.861
H 0.675 2.181 -0.836
O 2.851 -0.776 3.070
H 2.345 -1.553 3.326
H 2.719 -0.816 2.070
O 2.812 0.354 0.625
H 3.474 0.723 1.208
H 2.632 0.917 -0.167


No. 6
21
Properties=species:S:1:pos:R:3 method="wB97M-V/def2-TZVPD" homo_energy_ev=-10.18 e_tot_ev=-13908.52596 orbital_gap_ev=10.3 e_above_lowest_kcal_mol=15.66 charge=0 spin_multiplicity=1 smiles="N=C(N)N.O.O.O.O"
N -1.023 0.939 0.022
C -0.443 1.472 -0.954
N -0.805 1.449 -2.289
N 0.826 2.059 -0.814
H -1.872 0.411 -0.113
H -0.275 1.940 -2.989
H -1.629 1.012 -2.662
H 1.016 2.391 0.120
H 1.008 2.838 -1.428
O 1.549 -0.756 -1.622
H 2.201 -0.040 -1.529
H 0.806 -0.186 -1.885
O -0.987 -0.592 3.586
H -0.225 -0.377 3.047
H -1.403 -1.384 3.225
O 1.389 -0.791 1.116
H 1.277 -0.874 0.140
H 0.503 -0.421 1.261
O -0.965 -3.169 1.292
H -0.192 -3.484 1.775
H -0.756 -2.438 0.700


No. 7
21
Properties=species:S:1:pos:R:3 method="wB97M-V/def2-TZVPD" homo_energy_ev=-9.46 e_tot_ev=-13908.57211 orbital_gap_ev=10.1 e_above_lowest_kcal_mol=14.59 charge=0 spin_multiplicity=1 smiles="N=C(N)N.O.O.O.O"
N -1.379 0.997 1.787
C -2.529 0.587 1.471
N -3.713 0.823 2.190
N -2.715 -0.135 0.268
H -1.320 1.575 2.609
H -4.520 0.792 1.584
H -3.678 1.740 2.594
H -1.788 -0.142 -0.149
H -2.946 -1.109 0.393
O 1.591 1.193 0.068
H 0.798 1.394 -0.443
H 2.319 1.830 -0.059
O 2.242 -1.528 -0.105
H 2.020 -0.902 0.602
H 1.372 -1.545 -0.547
O 4.082 -0.875 -2.360
H 4.007 -1.328 -1.506
H 4.969 -1.045 -2.695
O 0.473 -0.665 -2.073
H 0.176 -1.149 -2.854
H 1.341 -0.336 -2.351


No. 8
19
Properties=species:S:1:pos:R:3 method="wB97M-V/def2-TZVPD" homo_energy_ev=-8.54 e_tot_ev=-34245.45198 orbital_gap_ev=8.6 e_above_lowest_kcal_mol=71.12 charge=0 spin_multiplicity=1
C 0.608 -2.341 -1.424
N 0.077 0.942 0.990
Si -1.495 1.486 0.647
Si 1.327 1.525 -0.172
Si -0.902 -1.604 -1.863
Si 0.410 -0.274 2.073
H 0.057 -1.486 1.616
H 1.571 -1.859 -1.577
H 0.651 -3.383 -1.356
H -2.334 0.292 0.566
H -1.499 2.163 -0.612
H -1.985 2.499 1.653
H 0.771 0.902 -1.425
H 1.651 3.064 0.021
H 2.663 0.797 -0.201
H -0.734 -0.434 -2.728
H -2.390 -1.848 -1.865
H 1.875 -0.260 2.281
H -0.320 -0.182 3.378